Record 1
13
Properties=species:S:1:pos:R:3 method="wB97M-V/def2-TZVPD" spin_multiplicity=1 de_lowest_kcal_mol=107.1 gap_ev="8.131 / 8.519" lumo_energy_ev="-0.183 / -0.100"
C -0.139 -1.037 0.299
C 0.278 -2.272 0.174
C 0.418 0.326 0.532
C 1.563 0.504 -0.409
C -0.498 1.479 0.173
Cl 2.839 -0.618 -0.265
H 1.260 -2.616 0.375
H -0.367 -3.083 -0.182
H 0.906 0.464 1.601
H 1.503 0.802 -1.378
H -1.059 1.366 -0.698
H -0.095 2.518 0.142
H -1.376 1.542 0.980

=====

Record 2
95
Properties=species:S:1:pos:R:3 method="wB97M-V/def2-TZVPD" spin_multiplicity=1 de_lowest_kcal_mol=53.7 gap_ev="4.309 / 4.309" lumo_energy_ev="-2.925 / -2.924"
Ti -2.499 0.485 -0.730
C -2.895 -1.734 2.996
C -2.963 -0.786 1.848
N -2.479 -1.042 0.677
O -1.664 -2.123 0.566
B -1.868 -2.929 -0.679
F -0.837 -3.820 -0.767
F -3.124 -3.536 -0.641
O -1.818 -2.027 -1.908
N -2.841 -1.125 -1.799
C -4.003 -1.374 -2.296
C -4.311 -2.507 -3.206
C -4.994 -0.387 -1.894
N -4.505 0.576 -1.180
O -5.413 1.464 -0.717
B -4.818 2.759 -0.260
F -4.116 3.340 -1.325
F -5.826 3.566 0.178
O -3.876 2.508 0.896
N -3.325 1.269 0.888
C -3.548 0.538 1.933
C -4.322 1.076 3.086
C -6.447 -0.451 -2.214
H -2.337 -2.617 2.701
H -3.903 -2.032 3.290
H -2.410 -1.269 3.855
H -3.402 -3.068 -3.402
H -4.717 -2.114 -4.140
H -5.050 -3.171 -2.757
H -5.280 1.445 2.718
H -3.799 1.937 3.504
H -4.472 0.326 3.858
H -6.670 -1.215 -2.953
H -6.770 0.528 -2.568
H -7.008 -0.649 -1.298
Se 4.735 0.209 -0.044
P 3.181 0.161 1.395
C 3.164 -1.370 2.365
C 1.999 -2.103 2.566
C 2.049 -3.280 3.300
C 3.250 -3.714 3.840
C 4.413 -2.983 3.634
C 4.375 -1.815 2.891
C 3.327 1.548 2.557
C 3.400 2.822 2.001
C 3.440 3.931 2.827
C 3.415 3.770 4.206
C 3.363 2.499 4.756
C 3.314 1.381 3.935
C 1.486 0.364 0.824
C 0.747 0.182 -0.351
N -0.538 0.505 -0.033
N -0.564 0.854 1.250
N 0.623 0.784 1.769
P 1.379 -0.169 -2.000
Se -0.078 -0.344 -3.571
C 2.366 1.317 -2.352
C 1.950 2.506 -1.756
C 2.684 3.663 -1.950
C 3.820 3.643 -2.746
C 4.205 2.469 -3.374
C 3.475 1.308 -3.191
C 2.315 -1.708 -1.811
C 1.908 -2.561 -0.788
C 2.599 -3.740 -0.560
C 3.680 -4.073 -1.359
C 4.039 -3.256 -2.422
C 3.352 -2.081 -2.661
H 1.055 -1.761 2.162
H 1.144 -3.857 3.443
H 3.284 -4.623 4.426
H 5.352 -3.332 4.045
H 5.278 -1.246 2.704
H 3.425 2.936 0.924
H 3.491 4.922 2.393
H 3.424 4.636 4.855
H 3.352 2.376 5.832
H 3.250 0.388 4.360
H 1.052 2.540 -1.152
H 2.369 4.581 -1.470
H 4.406 4.542 -2.884
H 5.088 2.450 -3.999
H 3.784 0.405 -3.696
H 1.043 -2.325 -0.184
H 2.280 -4.393 0.241
H 4.236 -4.982 -1.169
H 4.859 -3.538 -3.069
H 3.629 -1.462 -3.501
Cl -0.426 3.116 -4.412
C -2.037 3.324 -3.667
C -2.350 2.040 -2.913
O -3.033 1.176 -3.441
O -1.762 1.886 -1.763
H -2.007 4.182 -3.004
H -2.748 3.461 -4.473

=====

Record 3
110
Properties=species:S:1:pos:R:3 method="wB97M-V/def2-TZVPD" spin_multiplicity=1 de_lowest_kcal_mol=47.5 smiles="C[C@H]1COC(=O)O1.C[C@H]1COC(=O)O1.COC(=O)OC.COC(=O)OC.COC(=O)OC.COC(=O)OC.COC(=O)OC.CCCC#N.CCCC#N" gap_ev=9.468 lumo_energy_ev=0.068
C -1.851 -1.246 -1.853
C -1.443 -0.756 -3.278
C -2.597 -0.452 -4.240
O -2.654 0.958 -4.176
C -1.508 1.424 -3.641
O -1.142 2.597 -3.847
O -0.811 0.498 -3.168
H -2.210 -2.301 -1.784
H -2.659 -0.497 -1.589
H -0.896 -1.217 -1.197
H -0.753 -1.508 -3.619
H -3.548 -0.903 -3.984
H -2.220 -0.832 -5.149
C 2.624 -2.365 -0.275
C 3.292 -1.208 0.259
C 4.073 -1.576 1.541
O 5.382 -1.724 1.118
C 5.475 -1.183 -0.108
O 6.447 -1.126 -0.778
O 4.282 -0.814 -0.621
H 2.165 -2.063 -1.198
H 1.786 -2.810 0.373
H 3.456 -3.058 -0.453
H 2.596 -0.354 0.443
H 3.841 -2.476 2.072
H 4.042 -0.963 2.406
C -3.536 -2.142 1.276
O -3.275 -3.320 0.568
C -1.995 -3.671 0.331
O -0.923 -2.910 0.734
O -1.877 -4.887 -0.209
C -0.611 -5.324 -0.636
H -3.063 -1.236 0.866
H -3.263 -2.156 2.297
H -4.644 -2.180 1.443
H -0.547 -6.433 -0.820
H 0.024 -5.113 0.241
H -0.281 -4.622 -1.461
C 6.898 2.413 -1.730
O 5.925 2.890 -0.812
C 5.754 2.333 0.314
O 6.825 1.499 0.935
O 4.579 2.552 0.924
C 4.206 1.947 2.131
H 6.916 1.368 -1.941
H 7.862 2.681 -1.386
H 6.866 2.919 -2.634
H 3.552 2.609 2.566
H 5.120 1.724 2.660
H 3.703 1.019 2.005
C -6.184 0.572 2.096
O -4.895 1.230 2.239
C -3.945 0.778 2.906
O -4.068 -0.264 3.825
O -2.780 1.483 2.754
C -1.577 0.961 3.411
H -6.741 0.337 3.034
H -6.040 -0.440 1.549
H -6.732 1.236 1.391
H -0.764 1.559 3.084
H -1.418 -0.018 3.087
H -1.777 1.105 4.511
C -5.023 1.700 -2.131
O -6.159 1.163 -1.406
C -6.426 -0.141 -1.437
O -5.530 -1.079 -2.020
O -7.354 -0.643 -0.548
C -7.594 -2.077 -0.588
H -5.002 2.769 -1.854
H -5.028 1.595 -3.191
H -4.022 1.345 -1.934
H -8.358 -2.356 0.165
H -6.659 -2.535 -0.367
H -7.924 -2.600 -1.497
C 1.724 1.786 5.098
O 1.194 0.515 5.218
C 1.226 -0.446 4.347
O 1.770 -0.236 3.084
O 0.740 -1.608 4.745
C 0.304 -2.531 3.735
H 2.125 1.943 4.129
H 2.478 2.112 5.911
H 0.938 2.512 5.266
H 1.148 -2.835 3.033
H -0.404 -1.945 3.124
H -0.243 -3.431 4.094
C -1.265 1.727 -0.020
C 0.164 1.163 -0.124
C 1.251 2.277 -0.014
C 1.261 3.020 1.253
N 1.279 3.624 2.267
H -1.958 1.071 0.401
H -1.643 2.057 -0.968
H -1.141 2.550 0.643
H 0.275 0.741 -1.122
H 0.179 0.406 0.699
H 1.291 2.871 -0.827
H 2.274 1.929 0.022
C 3.985 0.516 -3.676
C 2.973 1.245 -2.783
C 2.170 2.281 -3.538
C 3.135 3.136 -4.302
N 3.897 3.708 -4.935
H 4.695 1.266 -4.007
H 3.286 0.056 -4.460
H 4.507 -0.301 -3.108
H 3.602 1.827 -2.121
H 2.464 0.511 -2.110
H 1.560 3.039 -2.889
H 1.376 1.760 -4.065